Formula: C8H16N2
Source: the Open Molecules 2025 dataset
Level of theory: the ωB97M-V functional and the def2-TZVPD basis

```
26
Properties=species:S:1:pos:R:3
C -2.48776 0.81824 -1.00523
C -1.67442 0.57012 0.00845
C -0.90869 -0.69848 0.20611
N -0.84243 -0.97786 1.61910
C 0.55458 -0.63192 -0.52179
C 0.38342 -0.41925 -2.02100
C 1.29469 -1.94049 -0.25095
H -3.00555 1.75840 -1.10260
H -2.67069 0.09140 -1.77940
H -1.57031 1.28986 0.80911
H -1.44171 -1.52706 -0.27380
H -0.25513 -0.29235 2.09015
H -0.46933 -1.90194 1.79783
H 1.18389 0.17520 -0.13830
H -0.14195 0.51167 -2.22531
H -0.18496 -1.23864 -2.45755
H 1.35467 -0.37402 -2.51274
H 1.51799 -2.05374 0.80913
H 0.70006 -2.79291 -0.57881
H 2.24330 -1.95432 -0.78843
C 1.42240 1.53105 2.20834
C 0.99797 2.08742 1.11169
N 0.72751 2.80983 0.17385
H 2.21715 0.80415 2.19638
H 1.00334 1.80454 3.15793
H 0.05194 2.55111 -0.53217
```

Properties
energy above the lowest of the compared OMol25 structures with the same formula, charge and spin = 2.424 eV
SMILES = C=C[C@H](N)C(C)C.C=C=N
E_LUMO = 0.970 eV
E_HOMO = -8.94 eV

Results of the natural (NBO) charge analysis, in e, for atoms 1 through 2:
1. C -0.40
2. C -0.18

Formula: C65H145F2NO7P4S2
Source: the Open Molecules 2025 dataset
Level of theory: the ωB97M-V functional and the def2-TZVPD basis

```
226
Properties=species:S:1:pos:R:3
C 5.30643 -4.82134 3.46260
C 4.44380 -5.54783 2.44356
C 4.40005 -4.83257 1.10191
C 3.36663 -5.55283 0.23311
P 3.11034 -4.88612 -1.47203
C 2.40911 -3.24741 -1.36027
C 1.02721 -3.12411 -0.67545
C 0.69329 -1.65109 -0.37949
C 1.58609 -1.12471 0.76991
C 1.88412 -5.97124 -2.29345
C 1.62054 -5.71584 -3.77876
C 0.84797 -6.88884 -4.42690
C 0.47455 -6.52611 -5.85943
C 4.72578 -4.78750 -2.32352
C 5.32335 -6.17099 -2.37208
C 6.75541 -6.12430 -2.90127
C 7.41251 -7.48632 -2.97206
H 6.24901 -4.45765 3.04298
H 5.64171 -5.51742 4.23373
H 4.84102 -3.96148 3.94498
H 3.44817 -5.65486 2.88143
H 4.86829 -6.55026 2.36521
H 5.32250 -4.95515 0.52163
H 4.25135 -3.75139 1.14582
H 2.39742 -5.59474 0.73894
H 3.66257 -6.59836 0.12728
H 2.37483 -2.69922 -2.30087
H 3.16130 -2.83720 -0.67376
H 1.02471 -3.61445 0.30206
H 0.21180 -3.56377 -1.25400
H -0.36059 -1.49796 -0.13969
H 0.85541 -1.03557 -1.26722
H 2.60087 -0.96259 0.40404
H 1.63986 -1.88178 1.55542
H 1.16031 -0.19593 1.14417
H 1.01988 -6.05917 -1.63494
H 2.36964 -6.95657 -2.28477
H 2.55355 -5.67712 -4.34209
H 0.98304 -4.83652 -3.89754
H -0.01942 -7.16272 -3.82914
H 1.56561 -7.71034 -4.49842
H -0.17013 -7.27418 -6.32281
H 1.27551 -6.38054 -6.58731
H -0.07340 -5.57889 -5.89750
H 5.29762 -4.03651 -1.77314
H 4.46487 -4.35317 -3.29171
H 4.72528 -6.80610 -3.04068
H 5.23527 -6.78045 -1.46744
H 7.37850 -5.52539 -2.23130
H 6.68729 -5.68918 -3.90007
H 8.48971 -7.53908 -3.11253
H 7.04758 -8.03748 -3.84838
H 7.09847 -8.12411 -2.14188
C -4.40334 5.51705 1.63502
C -4.87783 5.47617 0.15869
C -5.02301 3.99155 -0.23738
C -3.76796 3.33703 -0.81143
P -4.16841 1.77752 -1.66775
C -2.70510 1.07013 -2.59195
C -2.85030 -0.32778 -3.19712
C -1.69577 -0.65516 -4.12624
C -2.14600 -1.88153 -5.02043
C -4.90454 0.48254 -0.61483
C -6.43666 0.62654 -0.41134
C -7.06646 -0.12610 0.75682
C -6.73534 0.40472 2.15467
C -5.40423 2.07604 -2.95842
C -4.87194 2.93994 -4.14549
C -6.04299 3.72964 -4.71477
C -5.67666 4.60244 -5.91427
H -4.34589 6.57062 1.92127
H -3.35179 5.23990 1.73675
H -4.96308 4.97396 2.39017
H -4.18501 5.89624 -0.57115
H -5.80771 6.03386 0.07013
H -5.76180 3.95746 -1.05551
H -5.57115 3.38991 0.49030
H -3.04381 3.09586 -0.02872
H -3.28507 3.86918 -1.63536
H -1.91354 1.00540 -1.83960
H -2.49264 1.72176 -3.44164
H -3.80821 -0.51832 -3.69198
H -2.88721 -1.03841 -2.36351
H -0.84469 -0.98768 -3.53437
H -1.43550 0.18154 -4.77174
H -1.45090 -2.71333 -5.08218
H -2.21833 -1.42851 -6.01529
H -3.18062 -2.20220 -4.90531
H -4.37329 0.63391 0.33133
H -4.74208 -0.50187 -1.05060
H -6.82734 0.19395 -1.33544
H -6.73140 1.67497 -0.34890
H -6.89999 -1.20672 0.75366
H -8.13983 -0.01947 0.58472
H -6.41297 1.44099 1.99601
H -6.07851 -0.20335 2.76842
H -7.61948 0.59549 2.76873
H -6.35386 2.42416 -2.56172
H -5.51015 1.03278 -3.27756
H -4.53281 2.24937 -4.92181
H -4.04001 3.55453 -3.80195
H -6.36359 4.37654 -3.88984
H -6.85819 3.07953 -5.02964
H -4.63767 4.92380 -5.87769
H -6.32426 5.43764 -6.18986
H -5.91937 4.00065 -6.79952
C -3.42242 2.74215 3.33198
C -2.69622 1.82805 4.30020
C -3.36224 0.57322 4.77102
C -3.32389 -0.56139 3.73585
P -1.97936 -1.80780 4.00256
C -2.11778 -2.36496 5.75451
C -3.50967 -2.80371 6.15119
C -3.49445 -3.48964 7.52821
C -3.08606 -2.47196 8.63550
C -2.31613 -3.16733 2.86916
C -2.01265 -2.79642 1.40791
C -2.12232 -3.95941 0.40879
C -1.20956 -5.14874 0.76173
C -0.32155 -1.19307 3.70739
C 0.25578 -0.36825 4.87505
C 1.43349 0.53077 4.49672
C 1.78026 1.43644 5.69786
H -3.66326 2.16132 2.43336
H -2.82060 3.61346 3.08547
H -4.33932 3.16462 3.75148
H -2.54026 2.44937 5.19093
H -1.68715 1.70214 3.90462
H -4.37388 0.77993 5.12409
H -2.78478 0.18928 5.61808
H -3.06477 -0.10383 2.76809
H -4.29357 -1.01335 3.52565
H -1.72564 -1.50531 6.29854
H -1.35392 -3.14683 5.81695
H -3.95477 -3.43179 5.37534
H -4.23191 -2.00285 6.32713
H -2.77289 -4.31079 7.58935
H -4.39856 -3.94946 7.92857
H -2.07604 -2.10231 8.46150
H -3.19119 -2.98539 9.58797
H -3.73826 -1.59667 8.63382
H -3.37223 -3.42507 2.95934
H -1.64929 -3.97531 3.17745
H -1.00730 -2.36556 1.33843
H -2.66568 -1.97101 1.10973
H -1.91122 -3.55650 -0.58196
H -3.16427 -4.28312 0.45763
H -1.48827 -5.48126 1.76213
H -0.13869 -4.95815 0.73232
H -1.51946 -5.96846 0.11309
H -0.45090 -0.61553 2.78747
H 0.20049 -2.15342 3.62757
H 0.47837 -0.99057 5.74149
H -0.51595 0.34433 5.18977
H 1.16414 1.11572 3.61471
H 2.29502 -0.06716 4.18032
H 1.13852 2.31093 5.64778
H 2.82758 1.70254 5.53506
H 1.81341 0.86920 6.62584
C 1.70010 -0.94701 -4.60936
C 1.90567 0.13225 -3.54211
C 2.07266 1.55301 -4.17836
C 1.63310 2.68363 -3.25831
P 2.85329 3.24426 -1.99709
C 3.04276 2.06389 -0.61605
C 3.28340 2.77031 0.73265
C 4.04955 1.98560 1.77061
C 3.82905 2.62413 3.16499
C 2.64705 5.00696 -1.37822
C 1.49884 5.42155 -0.48643
C 0.18886 5.37337 -1.26816
C -0.14913 6.45086 -2.32382
C 4.43757 3.21530 -2.93362
C 5.61061 3.89381 -2.19356
C 6.97142 3.41848 -2.67061
C 7.31403 3.82535 -4.09567
H 1.25850 -1.79814 -4.08666
H 2.63057 -1.26014 -5.08710
H 1.09846 -0.62603 -5.46057
H 2.87373 -0.08757 -3.08049
H 1.11702 0.21148 -2.79685
H 1.45723 1.57347 -5.07981
H 3.09875 1.64719 -4.52951
H 0.75232 2.47102 -2.63483
H 1.23013 3.55176 -3.78817
H 3.81239 1.37670 -0.96914
H 2.06364 1.57755 -0.54083
H 2.34599 3.11709 1.16719
H 3.86802 3.67376 0.55970
H 5.12330 2.13494 1.61717
H 3.89456 0.90613 1.85152
H 2.79459 2.64664 3.50973
H 4.22397 3.63448 3.06108
H 4.38010 2.04352 3.90530
H 2.65662 5.62278 -2.28503
H 3.65266 5.16872 -0.98431
H 1.69028 6.44652 -0.14881
H 1.48296 4.91842 0.47856
H -0.73121 5.40489 -0.67701
H 0.15288 4.37731 -1.72577
H -0.04566 7.47535 -1.97032
H -1.18015 6.30550 -2.63912
H 0.53466 6.30565 -3.16654
H 4.15171 3.61390 -3.90818
H 4.70970 2.16381 -3.06220
H 5.53398 3.75148 -1.11013
H 5.42326 4.97035 -2.25964
H 7.06153 2.33101 -2.57630
H 7.69996 3.85544 -1.98335
H 6.98945 4.87128 -4.15525
H 6.59562 3.39578 -4.80073
H 8.35317 3.66336 -4.35324
O -0.53811 1.64701 1.99842
C -0.93384 1.33018 0.74862
O -0.39003 1.96869 -0.18350
O -1.86938 0.49212 0.58592
H 0.12773 2.31991 1.73693
N 1.06492 6.27035 4.38427
S 1.72140 7.14492 3.29990
O 1.12232 8.42869 3.04848
O 2.39234 6.50106 2.19888
F 2.99415 7.59637 4.22324
S -0.11733 5.54328 3.43749
O 0.29018 4.48252 2.55993
O -1.17469 6.45935 3.09166
F -0.83018 4.78489 4.63656
```

Properties
energy above the lowest of the compared OMol25 structures with the same formula, charge and spin = 0.000 eV
E_LUMO = -3.807 eV
E_HOMO = -11.56 eV
net charge = +2

Results of the Löwdin charge analysis, in e, for atoms 1 through 2:
1. C -0.11
2. C -0.26

Formula: C5H9NOS
Source: the Open Molecules 2025 dataset
Level of theory: the ωB97M-V functional and the def2-TZVPD basis

```
17
Properties=species:S:1:pos:R:3
C 1.67007 -0.28794 0.24737
C 1.06113 0.89080 -0.60806
C -0.12315 1.33034 -0.28809
C -1.27921 0.89669 0.67755
C -2.05606 -0.38523 0.12654
H 0.56803 -1.49887 -1.27202
H 1.59959 -2.49304 -0.06531
H 1.65156 0.16284 1.28455
H 2.86668 -0.28444 -0.05329
H 1.49440 1.45732 -1.38215
H -0.34118 2.17106 -0.96231
H -1.82577 1.89411 0.94217
H -0.67694 0.77888 1.60832
H -0.36892 -1.42038 0.12066
N 0.88708 -1.54591 -0.07302
O -1.41057 -1.50733 -0.05700
S -3.71676 -0.15889 -0.24593
```

Properties
energy above the lowest of the compared OMol25 structures with the same formula, charge and spin = 4.600 eV
E_LUMO = 0.155 eV
E_HOMO = -7.82 eV

Results of the natural (NBO) charge analysis, in e, for atoms 1 through 2:
1. C -0.28
2. C -0.25

So what do the calculations give for maximum force? Going down the list: 1.82; 6.58; 6.74 eV/A.